# 1
# C33H51N10OPPdSSi

C33H51N10OPPdSSi as an isolated structure at a distorted geometry (ωB97M-V/def2-TZVPD, the Open Molecules 2025 dataset).

```
99
Properties=species:S:1:pos:R:3:forces:R:3
C -4.5196 3.9725 -3.9981 0.0 0.0 -0.2
H 1.3821 -5.4687 0.2515 0.1 0.0 0.0
H -5.0363 4.8054 -3.5456 0.0 0.1 0.0
N -1.4103 -1.9753 -0.4107 0.1 0.6 -0.3
H -4.8275 2.4219 2.0426 0.0 0.0 -0.1
H -4.6283 1.1927 -1.8361 0.1 -0.1 0.2
H -2.7141 0.9979 -5.6458 0.1 -0.1 -0.1
S 1.4388 1.8108 0.2736 0.0 -0.3 -0.3
C -5.1853 1.4037 1.8718 -0.3 0.4 -0.3
N -5.8601 5.4923 -6.7877 -0.3 0.3 -0.3
H 3.5547 1.1726 2.1588 -0.1 -0.2 0.0
H 0.4518 3.7575 1.9664 0.0 0.1 0.1
C -3.5930 -0.5811 -2.5059 0.2 0.0 0.1
H -1.1679 5.5709 0.5018 0.1 0.0 -0.1
N -4.0502 0.5102 1.6227 1.3 0.4 -0.2
H -0.9842 2.1288 2.9023 0.0 0.1 0.1
H -4.1543 0.6027 4.3885 0.1 0.0 0.1
C -2.1005 1.2128 -3.0438 0.6 0.0 0.5
H -4.4097 -0.5455 -3.2281 0.0 0.0 0.0
C 1.1752 -2.8693 0.6142 0.2 0.2 0.0
N 2.2387 -3.6528 0.8868 -0.2 0.0 0.0
N -2.8977 1.1294 -0.6919 1.0 0.2 0.5
H 5.3991 0.5832 -2.3552 0.2 0.0 0.0
C 3.5460 -0.1621 -3.1074 0.3 0.3 0.2
H -4.0407 2.5285 -7.0268 0.0 0.0 -0.1
H -3.2524 4.5191 1.0587 0.0 0.0 -0.1
H 3.4913 2.9218 2.0919 -0.1 0.2 0.0
H -2.1595 -4.7709 1.0249 0.0 0.0 0.0
Si 4.9001 2.0371 0.2000 0.8 0.4 0.1
C 2.1582 -5.0992 0.9212 0.0 -0.4 0.0
H -4.6208 -1.4292 2.1634 0.1 0.0 0.1
C -5.8866 0.8517 3.1198 0.1 0.0 0.0
C -3.9940 0.4269 -1.3769 -0.8 -0.3 -0.2
N -2.3604 2.6643 1.4181 0.0 -1.2 -0.6
C 2.1801 -0.2403 -2.8757 -0.4 0.2 0.1
H -4.5885 -0.0859 -0.6198 0.0 0.1 -0.1
C 4.1370 2.0637 1.9423 0.2 0.0 -0.7
H -6.2295 1.6539 3.7690 -0.1 0.0 0.0
H -5.8409 1.4116 0.9959 -0.1 0.1 0.1
H 5.9937 4.2816 0.1193 0.1 0.1 0.1
H 4.1820 -3.7960 1.5705 0.0 0.0 0.0
C -1.2765 -3.0442 0.2862 -0.4 0.1 -0.4
H 4.9268 2.1220 2.6848 0.2 0.0 0.1
C -3.0780 2.0484 -3.8044 -0.3 0.3 0.0
C 3.7714 1.1556 -1.0886 0.0 0.4 0.5
C -4.6162 3.7627 -5.3731 0.4 -0.5 0.5
H 3.9766 -0.6335 -3.9741 0.1 -0.1 -0.1
C 6.4789 0.9728 0.2325 -0.6 0.4 -0.1
C -4.8207 -0.0170 3.7884 -0.1 0.0 -0.2
C -1.1173 4.4940 0.6464 -0.1 0.0 0.1
O -1.4935 0.2015 1.4376 0.9 -0.5 -0.2
C 5.2392 3.7868 -0.4855 -0.2 -0.9 0.4
C 2.3812 1.0524 -0.9731 0.1 0.2 0.0
C -3.2217 1.8240 -5.1743 0.1 -0.1 0.2
H -1.4215 -0.8164 -2.7810 -0.2 0.1 -0.2
H -2.3808 -1.7737 -0.6334 0.1 -0.2 0.1
P -2.6109 1.0776 1.0117 -2.2 1.3 0.1
H -1.1009 3.1195 -2.6191 -0.1 -0.1 0.1
H 0.0784 1.7399 -2.6253 -0.2 0.1 0.2
H -3.2352 -3.6597 0.3083 0.0 0.1 0.0
H 1.9815 -5.4755 1.9326 0.0 0.0 0.0
C -1.5148 3.0143 2.5513 0.2 -0.1 0.6
H -5.2503 -0.7919 4.4198 0.1 0.0 0.0
H 7.0439 1.0459 -0.6908 0.1 0.0 -0.2
H 3.1045 -5.5094 0.5746 0.0 0.0 0.0
H 5.6103 3.7482 -1.5061 0.1 -0.1 -0.1
N -2.3071 -3.8545 0.6382 0.0 -0.1 0.2
H -0.5881 4.9750 2.7104 0.1 -0.1 0.0
H -2.8296 3.5937 -0.3950 -0.1 0.1 0.0
C -5.3246 4.6955 -6.1656 -0.2 0.2 -0.2
C -1.8169 1.2735 -1.5563 -1.1 0.2 -0.4
H 1.5201 -0.7644 -3.5530 0.0 -0.1 0.0
C 3.5521 -3.0694 1.0663 0.1 0.2 0.0
H 4.0116 -2.8108 0.1087 0.1 0.0 0.0
H -0.4854 4.0592 -0.1318 -0.1 0.0 -0.1
H 7.1381 1.3014 1.0290 0.1 0.1 0.2
N 1.2718 -1.6166 0.3077 0.0 0.8 -0.1
H -0.0697 -4.3219 1.3004 0.0 0.2 -0.1
C -2.2586 -0.2799 -3.2521 0.2 -0.1 0.1
C -0.5732 4.1199 2.0364 -0.1 0.0 0.0
H -6.7472 0.2456 2.8392 0.0 0.0 0.0
H 3.4970 -2.1815 1.6959 0.0 0.0 0.0
H -2.3342 -0.5953 -4.2939 0.0 0.0 0.0
H -3.5685 -1.6051 -2.1325 -0.1 0.0 0.0
H -3.0494 -0.9001 2.8264 -0.1 -0.1 0.0
C -2.5069 3.8535 0.6085 -0.1 0.3 -0.4
C 4.3332 0.5308 -2.2016 -0.1 -0.2 -0.1
H -2.1384 3.3978 3.3667 0.1 -0.1 0.0
Pd -0.1524 0.0022 -0.3855 0.3 -1.2 0.7
H 4.3458 4.4044 -0.4741 -0.2 0.1 0.0
C -0.9561 2.0456 -2.4999 0.6 0.0 -0.5
C -3.7396 3.1318 -3.2326 0.0 -0.2 0.0
H -3.6502 3.3202 -2.1727 0.0 0.0 0.1
H 2.2339 -1.3012 0.2230 -0.1 -0.2 0.0
C -3.9659 2.6780 -5.9603 -0.2 0.2 0.1
N 1.6165 0.3484 -1.8329 -0.1 -0.6 -0.1
C -4.0664 -0.5846 2.5916 0.1 -0.6 0.3
N -0.0516 -3.4975 0.7157 0.1 -0.3 0.3
H 6.2617 -0.0776 0.4056 -0.1 -0.2 0.1
```
Forces are in eV/Å.

Calculated values
Calculated total energy in eV: -83464.6470
LUMO (spin up / spin down) in eV: -4.99 / -8.39
Total charge: +2
Highest occupied orbital energy (spin up / spin down) in eV: -12.26 / -13.17
Maximum force in hartree/bohr: 0.0495
Multiplicity: 5
Energy relative to the best compared isomer or geometry (same formula, charge and spin) in kcal/mol: 22.89
<S²>: 6.028

Atom charges from the Löwdin analysis, given in e for atoms 1 to 4: 0.005, 0.096, 0.129, 0.093



# 2
# C31H53BrMnNO3P3

C31H53BrMnNO3P3 as an isolated structure at a distorted geometry (ωB97M-V/def2-TZVPD, the Open Molecules 2025 dataset).

```
93
Properties=species:S:1:pos:R:3:forces:R:3
O -2.9623 1.8164 3.3248 -0.3 -1.0 1.1
C 0.2047 0.5702 0.9566 0.3 -4.3 -2.0
O -3.0127 2.3782 0.8086 -2.1 1.3 0.2
C 0.4502 -0.8319 1.5719 0.3 -0.4 -0.2
C 0.2290 -0.7171 -1.1554 1.0 -0.4 -1.4
C -0.9321 4.7304 -4.4634 -0.3 0.1 -0.3
C 2.4210 -0.9070 3.4420 0.3 -0.8 0.4
C 3.7407 -1.0537 4.1817 0.3 0.0 0.4
H -6.4521 2.5477 1.1525 0.1 -0.1 0.0
H 2.2793 -5.8666 -2.9382 -0.1 -0.1 0.2
H -1.2178 4.9412 -1.1345 0.2 -0.1 0.1
H 4.9577 -2.4652 2.2290 -0.3 -0.1 -0.4
C 0.8148 5.7032 -1.2825 -0.1 0.4 0.3
C -1.1834 -7.1380 -3.9941 0.7 0.8 0.5
H 2.6909 -3.6035 1.7471 0.2 0.1 -0.1
C -3.2448 1.4071 5.6469 0.0 -0.1 0.4
C 0.3043 -4.5386 -1.6740 -0.7 3.2 0.6
H -5.5190 1.3841 0.2082 0.0 0.2 0.1
H 2.0067 -7.9085 -4.3318 -0.6 0.4 0.0
H 5.2801 -0.0968 1.7786 -0.2 0.3 0.0
H -0.2647 -2.9622 1.2859 0.0 0.7 0.0
H -3.3315 -2.6666 -0.3868 -0.1 0.0 0.1
H 4.1268 -2.0745 4.1411 0.0 0.1 0.1
H -1.4452 2.6479 -4.1109 -0.1 0.3 0.1
C 0.1118 -2.0006 -0.5844 -0.2 -0.1 1.3
H -2.2354 3.7877 -3.0073 0.2 -0.1 -0.2
H -4.1412 -0.1106 0.0372 0.5 -0.3 0.0
C 3.2455 0.1414 0.9509 0.0 -0.7 -0.7
H 0.0195 -1.0105 2.5518 0.4 0.4 0.5
H 0.6998 6.1818 -2.2634 0.1 -0.2 0.2
C -3.1941 -0.6372 0.2232 0.8 1.1 1.6
C -1.1351 -5.9904 -3.1716 1.0 -0.6 0.1
H 1.6562 -1.5125 3.9507 0.1 0.1 0.0
C 0.1290 -5.5788 -2.6504 -0.6 -0.9 -1.8
H 3.4766 -0.1927 -0.0705 0.0 0.3 0.0
C 4.6068 -2.6989 1.2124 0.5 -0.1 -0.1
C 1.8096 2.1077 -4.0121 0.1 0.0 -0.1
H 1.8504 5.3600 -1.1799 -0.2 0.1 -0.1
H 2.0799 0.1420 3.5273 0.0 -0.4 -0.5
C 0.1126 -2.0425 0.8002 -2.1 -1.6 -0.9
C -0.1835 4.5719 -1.0669 0.1 0.2 0.0
H -2.5091 -2.4467 1.1608 -0.1 0.1 -0.1
H -2.6435 2.2988 5.8533 -0.1 -0.2 0.0
H -4.3103 3.7248 1.8257 -0.1 -0.1 -0.2
H 3.5775 -0.8081 5.2362 0.0 -0.1 -0.1
H 2.5199 0.9618 0.8614 0.0 -0.4 0.0
H -4.4676 3.6484 0.0265 0.0 0.0 0.2
H 5.0347 -1.9483 0.5311 -0.3 -0.3 0.2
H -4.2893 -2.2555 1.0457 0.3 -0.2 0.0
H 4.5152 -0.3722 3.8256 -0.2 -0.3 0.0
C 3.0705 -2.7850 1.1020 0.2 -1.4 -0.2
H -5.3655 1.4393 1.9956 0.0 0.1 -0.2
H -1.7594 4.8860 -5.1650 0.2 0.1 0.0
H 2.3100 3.3434 -2.3038 -0.1 0.0 -0.2
H 2.8004 2.2245 -4.4672 -0.2 -0.1 0.0
C -3.3322 -2.0873 0.5423 -0.6 -0.4 -0.2
H 5.0446 -3.6661 0.9350 -0.2 0.2 0.1
Br -0.1633 1.9630 2.0501 3.8 2.1 1.1
H -0.0646 4.1340 -0.0629 0.0 0.3 -0.2
H 4.9753 1.4120 0.9249 -0.2 -0.2 0.1
H 1.5447 4.2421 -3.6326 0.3 -0.2 0.1
H 2.7741 -2.9699 0.0337 0.4 0.6 0.4
P 2.2734 -1.3064 1.6409 1.2 5.9 2.4
C -1.2940 3.5753 -3.5365 0.1 0.0 -0.1
C -2.7718 0.7163 4.4072 -0.5 1.2 -0.8
H -3.4057 -0.1193 4.0916 0.3 0.2 0.1
P -2.4098 1.4756 1.9104 -1.4 -0.7 -1.3
C 4.5247 0.6797 1.6079 0.2 0.0 0.0
P -0.0765 3.1621 -2.2277 -0.6 -0.4 -0.4
C 1.2785 -6.2194 -3.1696 -0.6 -0.4 0.2
C 0.1483 -3.3501 -1.1386 0.4 -2.2 -1.8
N -0.0763 -7.7842 -4.3786 -0.2 -0.2 0.1
H -4.2959 1.6948 5.5439 0.2 0.0 0.0
H -2.0479 -5.4640 -2.9489 -0.1 0.0 0.3
H -2.4262 -0.3909 -0.5145 -0.2 0.0 0.2
H 0.6440 6.4733 -0.5219 0.2 0.0 -0.1
H 0.2928 1.4318 -1.0389 -0.6 -1.1 0.5
C 1.1213 -7.3406 -3.9973 -0.1 0.5 0.1
H -0.0367 4.5236 -5.0606 -0.2 0.0 0.1
C -4.4165 3.0773 0.9537 1.4 -0.5 -0.2
H -2.1448 -7.5502 -4.3226 0.4 0.3 0.0
H -3.1560 0.7235 6.4930 0.0 0.0 0.0
H -0.7841 5.6736 -3.9235 0.0 -0.2 -0.1
C 1.5360 3.2910 -3.0842 0.1 0.5 0.1
H 0.3813 -0.6373 -2.2198 -0.1 0.0 -0.2
H 1.8077 1.1584 -3.4604 -0.1 0.2 -0.1
Mn 1.4180 -4.4314 -0.0801 -0.1 0.2 0.8
H -1.7086 0.4358 4.4338 -0.3 0.1 -0.1
H 4.3385 1.2121 2.5495 0.0 -0.2 -0.3
H 1.0741 2.0369 -4.8241 0.1 0.0 0.2
C 0.2221 0.4830 -0.4368 0.1 1.4 1.2
O -2.6357 -0.0219 1.5996 -1.6 -1.8 -1.4
C -5.4852 2.0385 1.0844 -0.3 -0.1 0.1
```
Forces are in eV/Å.

Calculated values
Calculated total energy in eV: -169845.3826
LUMO (spin up / spin down) in eV: -6.28 / -6.66
Total charge: +2
Highest occupied orbital energy (spin up / spin down) in eV: -10.60 / -11.64
Maximum force in hartree/bohr: 0.1264
Multiplicity: 6
Energy relative to the best compared isomer or geometry (same formula, charge and spin) in kcal/mol: 126.85
<S²>: 8.858

Atom charges from the Löwdin analysis, given in e for atoms 1 to 4: -0.258, -0.716, -0.248, -0.364



# 3
# C5H8O2

A 2-piece molecular cluster, C5H8O2 overall at a distorted geometry (ωB97M-V/def2-TZVPD, the Open Molecules 2025 dataset).

```
15
Properties=species:S:1:pos:R:3:forces:R:3
O 0.5542 -0.2276 -2.0332 -0.5 -0.1 -1.2
C -0.5876 -1.2550 0.4814 1.2 -0.4 0.6
C -0.0034 1.2331 -0.2563 1.6 -0.5 2.0
H -0.5327 2.2356 1.5204 -2.2 0.9 1.1
H 0.9153 1.4618 1.6635 0.6 -0.4 0.2
H -1.4662 -3.0845 -0.5861 1.1 1.5 0.3
H 0.9035 2.9569 0.7948 -0.3 0.1 -0.2
H -0.9062 -0.9074 1.4635 -0.5 -0.3 -0.5
C 0.8167 0.3980 -1.0273 2.4 0.4 1.0
H -0.9282 1.1291 -0.6096 -4.2 0.6 -1.1
C 0.3224 2.0532 0.9865 1.9 -1.4 -2.0
C -0.7182 -2.2076 -0.5971 -2.7 -1.4 0.7
H -0.5238 -1.8425 -1.5810 0.8 0.1 -0.5
O 0.3245 -2.2961 0.3960 0.0 1.2 -0.4
H 1.8298 0.3531 -0.6155 0.7 -0.3 0.0
```
Forces are in eV/Å.

Calculated values
Calculated total energy in eV: -9403.8807
LUMO (spin up / spin down) in eV: -0.74 / 0.19
Highest occupied orbital energy (spin up / spin down) in eV: -8.25 / -8.66
Maximum force in hartree/bohr: 0.0846
Energy relative to the best compared isomer or geometry (same formula, charge and spin) in kcal/mol: 137.24

Atom charges from the Löwdin analysis, given in e for atoms 1 to 4: -0.020, -0.048, -0.059, 0.038



> Number 2 is which compound?

C31H53BrMnNO3P3



> maximum force of number 2 (C31H53BrMnNO3P3)?

0.1264 hartree/bohr



> Among the records above, which one has the highest calculated total energy?

C5H8O2



> What is the calculated total energy in the third record?

-9403.8807 eV